[1]
Molecular formula: C7H12O3S
Method: DFT, the ωB97M-V functional and the def2-TZVPD basis

Cartesian coordinates (Å):
S  0.10892  -0.24906  -1.49074
O  3.68416  -0.58660  -3.00679
O  -1.05838  -1.07406  -1.60907
O  -0.11937  1.14355  -1.34421
C  2.68876  1.54917  -2.73026
C  -1.03158  -0.47871  1.16624
C  -1.96602  0.63986  0.92068
C  2.70651  0.04816  -2.66653
C  -1.46965  -1.90717  1.24250
C  1.46608  -0.72276  -2.36026
C  0.21428  -0.13624  1.40966
H  1.01074  -0.89048  1.67255
H  -0.66758  -2.50877  1.49888
H  3.65817  1.81081  -3.27878
H  -1.42726  1.51620  0.78612
H  -1.79553  -2.25818  0.24354
H  -2.33303  -2.07583  1.93208
H  0.78297  0.85684  1.38341
H  2.64529  1.95906  -1.72970
H  -2.35467  0.57445  -0.08256
H  1.86642  1.95525  -3.18946
H  1.47986  -1.80019  -2.42424
H  -2.85391  0.89463  1.49790

Its energy above the lowest of the compared OMol25 structures with the same formula, charge and spin is 335.4 kJ/mol. Its structure (SMILES) is CC(=O)C=S(=O)=O.C=C(C)C. Its charge is 0. The value obtained for the HOMO-LUMO gap (alpha / beta) is 0.301 / 0.301 Eh. As for the energy: -24427.48077 eV. The lowest unoccupied orbital energy (alpha / beta) comes out at -1.552 / -1.552 eV.



[2]
Molecular formula: C7H12O4Sm
Method: DFT, the ωB97M-V functional and the def2-TZVPD basis

Cartesian coordinates (Å):
Sm  3.58934  0.69302  -1.13649
O  -4.79101  0.48605  0.39114
O  4.05987  -0.25798  1.00212
O  -3.19447  0.02989  -1.13441
O  -5.30841  -0.30159  -1.64834
C  0.27237  0.57624  0.12476
C  -2.20982  0.37668  -0.17890
C  3.03396  -1.27921  1.21166
C  0.93619  1.79214  0.06799
C  -4.52766  0.06080  -0.74811
C  -0.84144  0.25200  -0.83408
C  2.33287  -1.49088  -0.11076
H  0.26715  0.06391  1.09374
H  -0.71357  -0.77456  -1.21220
H  3.55247  -2.17484  1.58608
H  0.60786  2.55395  -0.64546
H  1.55662  2.09675  0.91893
H  2.60918  -2.52436  -0.38476
H  1.43992  -1.59303  -0.74175
H  -2.27625  -0.28883  0.69660
H  -2.37029  1.40592  0.17596
H  -0.78144  0.91272  -1.71175
H  2.37495  -0.92523  2.01848
H  4.39160  0.11531  1.82327

Its energy above the lowest of the compared OMol25 structures with the same formula, charge and spin is 0.0 kJ/mol. Its charge is 0. The value obtained for the HOMO-LUMO gap (alpha / beta) is 0.124 / 0.127 Eh. As for the energy: -33541.21368 eV. The lowest unoccupied orbital energy (alpha / beta) comes out at -2.608 / -2.538 eV. As for the multiplicity: 7.



Question: Which formula does entry 2 have?
Answer: C7H12O4Sm



Question: Which value of charge does entry 1 give?
Answer: 0



Question: Among the records above, which one has the highest energy?
Answer: C7H12O3S